[1]
ORCA calculation (ωB97M-V/def2-TZVPD) on a molecular structure, C17H11ClF7FeNO7S5Sb.

The geometry in XYZ format:
```
51
Properties=species:S:1:pos:R:3:forces:R:3:lowdin_charge:R:1
C -1.8959 4.1983 2.5271 -0.0079 -0.0042 0.0000 -0.13
O -2.0492 -1.2972 1.6350 -0.0678 -0.0096 -0.0201 -0.34
F -1.6710 -4.3083 -8.2479 -0.0046 0.0241 0.0526 -0.44
S 5.3668 -7.2088 -3.1728 0.0051 -0.0035 0.0357 0.50
F 0.8402 -1.2408 -2.8308 -0.0631 0.0409 0.0316 -0.40
H -2.8889 3.7735 2.3462 -0.0031 0.0128 -0.0021 0.13
C 0.0992 0.5108 2.5812 0.0058 0.0173 0.0438 0.02
H -0.3848 4.1251 4.0593 0.0041 0.0058 -0.0197 0.13
H -2.1916 1.6986 3.7440 -0.0028 0.0038 -0.0526 0.16
Sb -1.5544 -3.3941 -6.5820 -0.0229 -0.0915 -0.2051 1.46
H -0.0160 -0.1090 3.4557 0.0059 0.0147 -0.0053 0.13
C 4.4653 -5.9044 -2.7409 -0.0309 0.0123 -0.0936 -1.53
H 1.0567 2.4950 -1.6291 0.0011 0.0033 -0.0001 0.14
O -1.9827 0.4755 0.0901 0.0281 0.0638 -0.0395 -0.33
C -0.5163 1.6962 5.0927 -0.0215 -0.0103 0.0105 -0.05
H -2.0088 5.2832 2.5498 0.0176 0.0038 0.0050 0.12
O 1.4708 -2.1248 0.6201 0.1460 0.0181 -0.1713 -0.15
C -0.9828 3.7916 1.4095 -0.0002 0.0257 0.0040 -0.14
C 2.4876 -4.2983 -2.0826 -0.0336 -0.0076 -0.0031 -1.06
F 0.0488 -4.4439 -6.1668 -0.0030 0.0287 -0.0065 -0.50
C 3.6437 -3.4964 -2.0334 0.0119 -0.0507 0.0052 -1.13
S 5.1235 -4.3406 -2.4469 0.0065 0.0018 0.0268 0.89
S 3.7192 -1.8834 -1.6246 -0.0519 0.0612 0.0080 0.71
C -0.3258 2.5503 1.4799 -0.0257 -0.0167 -0.0288 -0.08
F 0.0801 4.9265 -1.8497 -0.0004 0.0074 0.0011 0.05
C -1.3562 3.6695 3.8413 -0.0047 -0.0096 0.0151 -0.16
H -2.0262 3.9165 4.6666 0.0110 -0.0011 0.0092 0.12
Fe 1.1465 -1.6457 -1.1724 0.1292 0.0002 0.1549 0.53
F -2.6784 -4.7951 -5.7893 0.0143 0.0277 -0.0059 -0.50
O -3.4482 -1.3370 -0.2735 0.0117 -0.0137 0.0772 -0.32
S 0.9074 -3.8519 -1.7170 -0.0304 -0.1883 0.0138 0.82
C 0.8660 0.7118 0.3301 -0.0585 -0.0336 0.0586 -0.28
F -3.1693 -2.3873 -7.0702 -0.0202 -0.0073 0.0201 -0.51
C 0.7657 -0.0300 1.5252 0.0559 0.0314 -0.0399 -0.05
Cl -2.1704 -0.9514 0.2362 0.0184 -0.1999 -0.0592 0.70
H -1.0527 2.1243 5.9407 0.0054 0.0076 0.0005 0.08
O 1.3050 0.2556 -0.7552 0.0925 0.1293 -0.0089 -0.05
O -1.1293 -1.6563 -0.5132 -0.0721 0.2034 0.0553 -0.38
C 0.3963 2.0904 0.3737 -0.0245 -0.0071 0.0092 -0.05
C -1.1994 2.1560 3.8095 -0.0436 -0.0157 0.0226 -0.29
H 0.5153 2.0520 5.1200 0.0028 -0.0082 -0.0005 0.10
F -0.4737 -2.0195 -7.4741 0.0233 -0.0358 0.0296 -0.50
H -1.3122 5.5362 0.2154 0.0034 0.0028 0.0022 0.13
S 2.7480 -5.9530 -2.5741 0.0163 -0.0191 0.0217 0.92
C -0.8181 4.5755 0.2913 -0.0166 -0.0064 0.0093 0.05
C -0.0485 4.1201 -0.7733 0.0187 -0.0278 -0.0041 -0.25
H -0.5127 0.6171 5.2229 -0.0214 0.0018 -0.0033 0.08
N -0.4447 1.7354 2.6052 0.0913 -0.0029 0.0316 0.05
O 1.4548 -1.8589 2.8247 0.0316 0.0113 -0.0151 0.06
C 0.5329 2.8872 -0.7687 0.0025 0.0249 -0.0026 0.09
C 1.2686 -1.4363 1.6949 -0.1288 -0.0150 0.0318 -0.56
```
Forces are in eV/Å.

Its total charge is -2. Its spin multiplicity is 6. The value obtained for the total energy is -160277.056 eV. As for the LUMO energy (spin up / spin down): 0.107 / 0.082 Eh. As for the expectation value of S²: 8.8357.

[2]
ORCA calculation (ωB97M-V/def2-TZVPD) on a molecular structure, C86H78F10N3P2Pd.

The geometry in XYZ format:
```
180
Properties=species:S:1:pos:R:3:forces:R:3:lowdin_charge:R:1
C -11.1328 -2.0148 5.6249 -0.1306 0.3420 0.0039 -0.08
C 2.2911 4.4266 -1.2348 0.6459 0.9331 -0.2242 -0.50
C -6.7950 -3.9178 4.7932 0.4515 -0.2402 -0.2452 -0.26
H -10.6912 -7.1913 0.9195 0.0383 0.1664 -0.1334 0.11
C 2.6729 -0.1607 -3.2673 -0.0818 -0.0759 -0.0165 -0.06
C -11.8867 -2.3777 0.4281 0.0783 -0.1625 0.3659 -0.09
C 3.5440 -0.6486 -2.1100 -0.2733 0.6163 0.6647 -0.36
H -2.3505 0.0074 2.2314 0.0650 -0.2754 0.0187 0.12
H 5.2807 2.1917 2.4640 0.1926 0.0059 0.0898 0.08
C -11.2151 -7.0257 4.1841 -0.0212 0.1300 -0.1624 -0.07
C -13.3037 -2.0724 2.3583 -0.0336 -0.1576 -0.1926 -0.09
C 4.8934 0.4660 -0.2099 0.8802 0.2874 -0.6500 -0.09
H -11.6773 -7.1958 -1.3661 0.1637 0.1862 0.0640 0.11
C -10.6048 -5.4268 -1.9880 0.0647 0.0178 0.1218 -0.07
H -15.4228 -1.9887 1.9735 0.2980 0.0008 -0.1342 0.11
C -11.8809 0.1571 6.3860 0.0002 -0.0325 0.0794 -0.08
C 6.7306 0.8791 1.5239 -0.2814 -0.2993 0.1759 -0.39
H -3.3935 -0.6694 -0.4565 -0.1338 -0.0939 -0.0990 0.09
H -7.4491 -3.8510 6.8674 -0.0039 0.1015 -0.2359 0.14
C -12.2297 -6.3948 3.4593 0.1312 0.0699 0.0874 -0.07
H 2.5261 -1.1154 4.5748 0.0854 0.1369 0.1852 0.11
C -9.7139 -4.4208 -1.6108 0.0117 -0.1316 0.1683 -0.08
C -8.2095 -1.7505 -0.9660 0.0722 0.2432 -0.5370 -0.37
H -7.4041 -0.0922 4.6817 0.0980 -0.2024 0.3613 0.14
H -15.1724 -2.3884 -0.4728 0.2536 0.0468 0.1365 0.11
C -4.2368 -0.7974 3.0296 1.0119 0.7094 0.0852 -0.03
C -5.7705 1.6648 -1.0363 -0.1924 -0.3059 0.2103 0.09
C 4.5043 -3.9111 2.2985 -0.0040 0.0107 -0.4914 -0.12
C -14.2887 -2.3190 0.1616 0.1547 -0.0505 0.1352 -0.07
C 2.4747 2.2613 -0.0128 -0.1958 -0.7417 0.1699 0.08
C 3.7913 -2.8784 2.9367 0.8054 -0.2557 0.6127 -0.07
N 4.5723 -1.1092 1.5900 -0.8367 0.5981 -1.4539 0.14
H 4.5567 -4.8517 -1.0443 0.0156 -0.0679 0.1633 0.07
H 6.7096 1.8406 3.4710 -0.0679 0.0906 -0.2013 0.08
H 5.4118 -5.8273 2.5295 -0.2020 0.1212 0.2278 0.11
H -9.1366 -5.4014 1.5999 -0.1281 -0.0179 -0.1477 0.09
C -5.1036 1.6494 1.3234 0.3289 -0.4677 0.1688 0.05
C 3.6429 -2.9036 4.3409 0.0792 0.2688 -0.1026 -0.12
C -3.4231 -0.0854 2.1281 -1.8103 -0.1495 0.9450 0.07
C -10.0071 -4.9404 4.2576 0.1540 -0.1586 -0.1958 -0.14
H -10.8918 -2.4273 -0.0083 -0.2879 -0.1699 0.0401 0.06
H 6.8150 -3.9032 -0.3095 -0.0798 -0.0636 0.1709 0.08
F -6.8072 3.1156 0.5216 1.0267 -0.9107 -0.1383 0.05
H -9.2634 -6.7700 5.0932 -0.2523 0.0725 -0.0144 0.11
C -3.7933 -4.6523 0.3875 0.0237 0.1617 -0.0943 -0.07
C -5.8701 2.1375 0.2740 -0.3812 0.4691 -0.1413 -0.22
F -4.8642 -0.0155 -2.4719 0.0116 0.7015 1.2548 0.06
H -2.7691 -4.9973 0.5083 -0.1773 0.0497 -0.0642 0.11
N 4.0789 -0.1183 0.8219 -0.3309 -2.5777 2.0915 0.05
C -7.6098 -1.9243 -2.2277 -0.3177 0.2081 -0.0192 -0.11
C -7.2718 -3.3067 5.9439 -0.0610 0.7707 -0.5736 0.06
H -8.8797 0.8022 -3.8256 0.0796 -0.1645 0.2301 0.11
C -4.9183 0.5888 -1.2343 0.0868 0.2483 -0.7649 -0.24
H 4.7978 -6.0604 4.9305 -0.0697 0.2759 -0.1006 0.11
H -9.8602 1.1720 -1.5669 0.1431 -0.1840 -0.0360 0.11
C 3.0051 -1.8537 6.5494 -0.2676 0.0923 -0.0833 -0.09
H 1.8372 -0.8561 -3.4169 0.2036 0.1148 -0.0832 0.09
H 2.2491 0.8250 -3.0516 0.0346 -0.0867 -0.0558 0.07
H 4.3774 0.2435 5.6076 0.0229 -0.1636 -0.1073 0.09
F 3.6387 4.5249 -0.9998 -1.2620 -0.0443 -0.1746 0.11
C -6.4222 -3.7311 0.1414 0.1787 -0.0539 -0.2671 -0.35
H -6.0235 -0.7619 1.8206 0.4144 -0.0546 0.0069 0.12
C -10.9816 -4.3052 3.4807 -0.2427 -0.4717 0.1268 -0.35
C 6.1527 2.1266 -2.0265 0.0297 0.1761 -0.0570 -0.05
H 3.7597 -4.1390 6.1136 0.1297 0.0638 -0.3969 0.10
C -11.5634 -1.1728 6.6535 0.0856 0.0105 -0.1349 -0.07
H -12.8889 -4.5927 2.4849 0.1953 -0.1201 0.1313 0.10
F 1.6867 5.4217 -0.5100 0.5053 -0.8282 -0.7479 0.13
F -1.5510 -0.3132 -1.2183 0.3895 0.8084 -0.6895 0.08
H -9.3984 -0.4360 0.2653 -0.0086 -0.0714 -0.1748 0.09
H -6.3685 2.0728 -1.8487 0.0663 -0.1090 0.2750 0.14
H 2.8675 -0.8981 -1.2822 0.0788 -0.1505 -0.1570 0.12
H 6.5909 2.8524 -2.7104 -0.0798 -0.1575 0.1614 0.11
C -14.4307 -2.1091 1.5350 0.1888 0.0684 0.0539 -0.07
H 2.1597 -2.5425 6.6378 0.0830 0.0662 0.1091 0.08
H 6.2940 -0.0376 1.9325 0.2712 0.3546 0.0314 0.09
C 6.1041 1.0729 0.1511 -0.1135 0.5245 0.3129 -0.12
C -7.5237 -1.9227 5.8417 -0.5471 -0.4802 1.2874 -0.24
N 3.5004 -1.6765 2.2052 0.2110 1.4537 -0.4292 0.03
H -3.8218 -1.1765 3.9637 0.0780 -0.0789 -0.2662 0.13
C -10.9726 -6.4178 -1.0753 0.1481 0.1277 -0.0372 -0.06
C -12.1090 -5.0507 3.0914 0.2369 0.0586 0.0308 -0.06
H -6.9823 -2.7941 -2.4323 -0.2084 0.2410 0.0958 0.12
H 4.6540 -5.9594 0.3467 -0.1446 0.1373 -0.1321 0.08
C -5.3478 -2.9174 -0.2543 -0.1501 -0.0993 0.2478 -0.10
C -4.0425 -3.3829 -0.1397 0.0698 -0.3003 0.0985 -0.07
C 4.8569 -5.0375 3.0366 -0.0648 -0.0703 0.3307 -0.04
C -12.0183 -2.2774 1.8180 -0.5103 0.3249 -0.3575 -0.36
H -9.4394 -3.6551 -2.3347 -0.1173 -0.1420 0.1855 0.10
C -6.4610 -3.2119 3.6051 0.8842 0.4441 0.8318 -0.07
C -8.9863 -0.6059 -0.7287 0.1802 -0.2250 -0.0366 -0.10
H 7.5959 2.4952 -0.4636 -0.3117 -0.1932 -0.1589 0.12
C -5.5738 -1.0535 2.7718 -0.8266 0.0864 -0.6084 0.01
H -13.1160 -6.9588 3.1602 0.2724 0.2030 0.0877 0.11
C -11.7146 0.6704 5.0978 0.1618 -0.1608 -0.1764 -0.07
C 6.6972 1.9491 -0.7606 0.0182 -0.1841 -0.2667 -0.02
C -6.1687 -5.0411 0.5874 0.3002 0.1719 0.0271 -0.09
C 0.5520 2.6482 -1.4250 0.1194 -0.2307 0.0434 0.06
F -6.4778 -5.2546 4.8432 -0.5066 1.1915 -0.1647 0.05
H -12.8921 -2.5837 -1.4572 -0.0040 0.0962 0.1511 0.11
P -10.6055 -2.6009 2.9159 -0.8009 0.0928 0.2711 0.99
H 4.6925 -2.9080 0.4206 -0.0061 -0.2548 -0.0229 0.09
C 1.9752 0.9823 0.3214 -0.8626 0.9662 -0.6809 -0.12
H -3.2192 -2.7583 -0.4850 -0.1073 -0.2178 0.1497 0.10
F -8.0854 -1.3129 6.9439 0.6320 -0.5156 -1.2568 0.05
C -4.0778 0.1284 -0.2440 0.1622 -0.1797 0.6749 -0.01
H -4.6713 -6.5010 1.1045 -0.0200 0.3378 -0.1303 0.11
C 5.0799 1.3440 -2.4494 0.2367 -0.1603 0.2087 -0.02
C 1.7573 3.0674 -0.8725 -0.1813 0.2972 -0.2068 -0.10
C 0.0896 1.3759 -1.1090 -0.2311 0.2278 0.0583 -0.11
H 3.8701 -2.2758 7.0711 -0.1843 0.0738 0.0680 0.08
C -10.0868 -6.2959 4.5607 -0.1842 0.0954 0.1523 -0.07
F -0.8494 0.5082 -3.1222 -0.2651 0.3855 1.0721 0.14
H 8.6271 0.4307 2.4607 -0.0672 0.0721 -0.1461 0.09
H 4.9305 -0.4379 4.0618 -0.0579 -0.0086 0.1014 0.05
H -11.0118 -5.4353 -3.0009 0.1119 0.0145 0.3125 0.11
C 3.3641 -1.6055 5.0851 -0.3813 -0.1752 0.1377 -0.37
C -7.2153 -1.1622 4.7338 0.3402 0.1309 -0.6155 0.02
F 2.1052 4.7115 -2.5632 0.0382 -0.1880 1.2552 0.12
H -7.0019 -5.7017 0.8182 0.2207 0.1156 0.0544 0.10
C -10.4239 -6.4148 0.2056 0.0486 -0.0445 -0.0916 -0.07
H -11.2984 -8.0804 4.4497 0.0154 0.2859 -0.1203 0.11
C 8.2397 0.6507 1.4601 -0.0116 0.0215 -0.1654 -0.06
F -2.1462 1.7334 -1.8354 0.7439 -0.7896 -0.1007 0.13
H 3.2438 -0.1008 -4.2028 -0.1538 -0.0064 0.1590 0.08
H 3.6380 -2.7493 -2.6578 0.1543 0.1876 -0.0005 0.09
H 4.9226 -1.7514 -3.3915 -0.1433 -0.0136 0.2162 0.09
C -8.6724 0.1015 -3.0160 -0.0185 0.0080 0.1396 -0.07
H 5.4251 -1.1946 5.5845 -0.1622 0.1557 -0.1154 0.09
H 6.8490 -4.9423 1.1344 0.0115 0.2462 -0.1223 0.08
H -9.1443 -4.3685 4.5958 -0.2027 -0.1828 -0.1786 0.06
C -9.2313 0.3030 -1.7543 0.0494 0.0530 -0.0471 -0.07
H -12.2523 0.7987 7.1886 0.1562 -0.1922 -0.2778 0.11
H 3.4277 2.5986 0.3817 -0.1225 -0.0578 -0.0529 0.13
H 4.7100 1.4300 -3.4757 0.2148 -0.1375 0.4040 0.12
H -7.3724 -1.1398 -4.2146 -0.1806 0.0634 0.3095 0.12
H 0.8270 -1.8701 3.1917 -0.2209 0.0743 -0.1305 0.03
C -4.1430 0.6263 1.0703 -1.0733 0.6369 -1.5175 -0.21
H 0.3381 -0.3982 0.0920 0.1573 0.0554 -0.2518 0.11
C -7.8427 -0.9951 -3.2389 0.1595 -0.1487 -0.1178 -0.07
H -11.1218 0.2399 3.0644 -0.1472 -0.0747 0.1841 0.11
C 4.4935 0.4331 -1.5705 -0.3749 -0.2923 0.0406 -0.12
C 1.0042 -1.1296 2.4235 2.0180 -0.3587 -0.1634 0.00
C 4.3124 -4.9692 0.0180 -0.1263 -0.1402 -0.0567 -0.06
C -4.8566 -5.4903 0.7341 -0.2658 0.1082 -0.1102 -0.07
H -5.5407 -1.9334 -0.6792 0.0639 -0.2733 0.1910 0.07
P -8.1006 -3.0480 0.2861 0.5305 -0.5678 -0.3395 0.97
H -5.2532 2.0260 2.3339 0.0349 0.0184 -0.2612 0.14
C 6.4983 -3.9795 0.7383 0.1416 0.1129 0.1347 -0.06
C 0.7348 0.5698 -0.1907 0.5396 0.3695 -0.1583 0.05
C 2.3139 -0.9376 1.9495 -1.8686 -1.7298 1.5002 -0.23
C -11.0320 -1.5237 4.3193 0.0304 0.2062 0.3905 -0.38
C -6.4823 -1.7711 3.6691 -0.1669 -1.3764 0.2607 -0.29
H 6.9859 -3.1715 1.2966 -0.0514 -0.1628 -0.0507 0.08
C 2.7309 0.0348 1.0635 2.1928 0.8870 -1.2124 -0.14
H -10.8869 -3.0509 5.8434 -0.1729 0.1414 -0.0448 0.10
C -11.2675 -0.1597 4.0685 -0.0674 -0.1288 0.3724 -0.10
C -13.0121 -2.4346 -0.3869 -0.1837 0.0870 -0.0759 -0.07
C 3.9463 -4.0750 5.0408 0.0281 -0.0708 -0.1829 -0.03
H -13.4342 -1.9012 3.4281 0.0766 -0.1723 -0.2628 0.12
C 6.3687 2.0387 2.4468 -0.0719 0.1821 0.0501 -0.05
H 8.7631 1.5319 1.0759 0.0378 -0.1279 0.0865 0.07
C 4.3270 -1.9124 -2.4811 0.2137 -0.0373 0.0545 -0.04
C -9.5332 -5.4150 0.5851 -0.0982 0.2782 -0.0958 -0.12
Pd -8.3431 -2.5468 2.4797 -0.1988 0.4047 0.6526 0.39
H 3.2255 -4.9174 0.1244 0.0549 -0.1070 -0.0363 0.09
H -0.0211 3.2834 -2.0858 0.1213 0.0315 -0.1162 0.14
C -1.1089 0.8410 -1.8221 -0.6136 -0.3506 -0.3960 -0.49
H 8.4693 -0.2005 0.8109 0.0444 0.1260 0.0643 0.09
H 2.7397 -0.9115 7.0411 0.0461 -0.1591 -0.0847 0.08
H -11.9360 1.7179 4.8916 0.0685 -0.2744 0.0612 0.11
H -11.6539 -1.5673 7.6644 -0.0009 0.1130 -0.2190 0.11
H 0.2409 -0.4624 2.0593 -0.0460 -0.0894 0.3132 0.00
H -5.8296 -3.6879 2.8555 -0.1319 -0.1022 0.1738 0.11
C 4.5408 -5.1502 4.3871 -0.0393 -0.0096 -0.2714 -0.05
C 4.9776 -3.8736 0.8416 -0.3694 0.2155 0.0390 -0.40
H 6.8345 2.9680 2.0914 -0.1023 -0.1313 0.1258 0.09
H 5.0185 -2.1950 -1.6746 -0.1745 0.0151 -0.2059 0.07
C -9.1803 -4.3942 -0.3104 -0.3314 -0.2628 -0.2982 -0.35
C 4.5931 -0.6889 5.0720 0.2574 -0.0447 -0.1696 -0.05
```
Forces are in eV/Å.

Its total charge is +1. The value obtained for the total energy is -144142.450 eV. As for the LUMO energy: -0.193 Eh.

Energy relative to the best compared isomer or geometry (same formula, charge and spin), record by record: 55.5 51.1 kcal per mole